(1)
DFT (ωB97M-V/def2-TZVPD) results for a 13-piece molecular cluster, C6H40N2O12 overall in a non-equilibrium geometry.

Calculated values
LUMO energy = 0.09 eV
ΔE to the lowest compared entry with this formula, charge and spin = 150.0 kcal/mol
frontier orbital gap = 9.13 eV
net charge = 0
E = -1264.79666 Ha

The geometry in XYZ format:
```
60
Properties=species:S:1:pos:R:3:forces:R:3
O 0.296 1.680 -4.142 -0.199 2.161 1.133
O -1.040 -3.202 3.120 5.282 1.011 -0.322
O 0.786 4.161 1.768 1.813 3.223 -0.091
O 2.329 1.480 -1.859 -1.750 3.319 -1.619
O -2.646 -2.287 -2.565 4.368 5.320 1.669
O 3.369 1.524 0.537 -1.199 -1.721 0.165
O -1.928 -3.439 0.801 1.391 0.735 2.514
O 1.877 -3.304 -1.041 -3.230 -0.717 1.557
O 0.317 -2.068 -3.081 2.254 0.639 -1.622
O 4.267 -0.932 -1.437 1.003 -1.598 4.128
O -3.716 -0.051 1.157 0.297 -2.215 2.179
O -2.445 2.461 1.500 0.624 -0.998 1.175
N 0.329 1.116 1.478 -0.170 -0.826 0.372
N -1.138 0.466 -1.936 0.694 1.704 0.090
C -2.399 1.119 -2.107 -2.749 -0.631 -0.253
C 0.541 -1.047 0.383 -1.757 0.609 2.269
C 0.429 0.364 2.742 -0.161 1.072 1.239
C -0.334 1.032 -0.888 0.269 -0.264 2.157
C 1.134 0.996 3.911 3.198 2.767 1.305
C -0.311 0.212 0.453 -0.176 1.710 0.252
H -2.064 3.156 2.076 -0.287 -0.674 -0.488
H 0.233 -1.745 1.196 0.240 0.257 -0.769
H 1.289 1.235 1.104 -1.240 0.348 0.496
H -0.456 2.126 -0.698 -1.084 -0.838 0.043
H -3.770 0.643 0.522 0.216 -0.037 -1.334
H 3.831 -0.251 -0.940 -0.058 0.033 -0.203
H 0.081 2.659 -4.003 0.302 -2.033 -0.505
H -2.194 1.580 1.923 -0.555 1.866 -0.776
H 2.367 2.225 -1.191 0.161 -1.074 -0.976
H -1.353 -0.024 0.752 0.564 0.239 0.017
H -1.138 -2.903 1.182 -2.189 -1.477 -1.459
H 1.089 -0.435 2.751 0.724 -2.527 -1.271
H -0.135 1.238 -3.365 -0.301 -0.214 -0.455
H 1.538 -0.784 0.647 1.119 -0.081 -0.493
H 2.428 -3.617 -0.309 0.008 0.097 -0.207
H -0.528 -0.010 3.112 -0.356 0.234 -0.556
H 1.689 4.223 1.363 -1.588 -0.893 0.585
H -1.226 -0.526 -1.841 -0.168 -0.320 -0.105
H -2.493 2.188 -1.860 1.035 -0.249 -0.309
H 0.895 -3.437 -0.656 3.414 0.293 -1.433
H -2.092 -3.371 -0.115 0.262 0.638 -1.669
H 2.710 0.987 1.059 1.627 0.890 -0.167
H 4.160 -0.768 -2.310 -0.656 1.067 -4.162
H -1.903 -3.294 3.278 -5.562 -1.150 0.502
H 1.178 -1.678 -2.770 -1.251 -0.539 0.609
H -3.219 0.712 -1.435 0.703 -0.018 -0.874
H 0.636 -2.149 -4.023 -1.225 -0.208 1.021
H -3.187 -2.960 -2.739 -2.479 -4.521 -1.518
H 0.671 1.064 -1.182 1.052 -0.728 -0.361
H 0.368 3.335 1.755 -0.215 -2.479 -0.556
H 2.372 1.163 3.639 -3.391 -0.626 0.805
H 3.279 1.019 -0.305 0.347 1.057 0.667
H -1.679 -2.311 -2.805 -1.626 -0.887 -0.121
H -3.463 -0.991 0.937 -0.500 2.064 -0.699
H 0.407 -1.447 -0.553 0.212 -1.331 -2.048
H 1.079 0.393 4.883 0.109 0.525 -1.611
H 1.609 1.899 -2.530 2.511 -1.814 1.403
H -2.686 0.952 -3.168 -0.334 0.297 0.734
H 0.821 2.037 4.193 0.032 -0.842 -0.349
H -0.859 -2.414 3.628 0.628 0.356 0.292
```
Forces are in eV/Å.

---

(2)
DFT (ωB97M-V/def2-TZVPD) results for a 13-piece molecular cluster, C6H40N2O12 overall in a non-equilibrium geometry.

Calculated values
LUMO energy = 0.16 eV
ΔE to the lowest compared entry with this formula, charge and spin = 54.9 kcal/mol
frontier orbital gap = 8.59 eV
net charge = 0
E = -1264.94835 Ha

The geometry in XYZ format:
```
60
Properties=species:S:1:pos:R:3:forces:R:3
O 1.284 4.223 -0.844 0.017 0.365 0.008
O -1.324 3.887 -0.717 -0.159 -0.771 0.861
O 3.773 -0.374 1.897 0.054 0.641 0.090
O 2.977 -2.541 0.474 -0.988 -0.323 -1.125
O -2.600 -0.895 3.575 0.646 0.215 1.042
O 1.746 0.930 3.051 1.355 0.094 0.661
O -1.123 2.002 1.068 0.535 0.593 0.307
O 0.733 -2.889 1.944 -0.033 -0.063 -0.321
O -2.367 -2.980 1.937 -0.654 0.495 0.338
O -0.204 2.297 -3.639 -0.702 -0.831 -0.166
O -0.389 -0.342 2.097 -0.204 0.287 0.511
O 0.978 3.460 1.666 0.322 2.564 -1.268
N -0.364 -0.954 -2.332 0.973 -0.239 0.018
N -2.783 0.003 -0.470 -0.155 0.799 -0.954
C -1.558 -1.671 -1.879 -0.880 0.603 -1.065
C -2.734 -0.716 -1.764 -1.808 -0.400 1.374
C 0.388 -3.292 -3.110 -0.239 2.762 0.294
C 0.099 0.206 -1.510 1.329 -1.436 1.197
C 0.782 -1.868 -2.549 -0.240 -0.546 -1.505
C 1.657 0.435 -1.470 -1.332 1.367 1.358
H 2.117 -0.182 -0.688 0.086 -0.431 -0.848
H -1.803 -2.409 -2.692 0.229 0.492 1.154
H -3.745 -1.182 -1.775 0.860 -0.791 -0.347
H -0.718 1.180 1.425 -0.297 0.266 -0.417
H 0.241 2.058 -4.460 0.087 0.229 -0.012
H -2.447 0.933 -0.651 0.062 0.363 0.520
H -2.946 -3.746 1.880 0.655 -0.151 -0.308
H 3.335 -1.717 0.841 0.590 -0.219 0.722
H -3.366 -0.474 3.181 -0.058 -0.339 -0.342
H -0.422 2.702 1.195 -0.279 -1.116 0.657
H 2.105 0.409 -2.433 0.755 -0.025 -0.541
H -2.851 -0.032 -2.596 0.631 0.426 -0.214
H 3.323 -3.355 0.839 0.565 0.417 0.258
H 1.263 -3.658 -3.628 0.104 -0.737 0.373
H -1.475 3.465 -1.571 -0.014 0.053 -0.021
H -1.484 -3.095 1.584 0.162 -0.728 -0.072
H 0.007 -0.057 -0.443 -1.053 0.395 -0.155
H 1.196 3.956 0.791 0.485 -1.935 0.431
H -1.515 -2.152 -0.878 0.471 -0.202 -0.327
H 1.418 3.563 -1.534 0.101 -0.027 0.058
H -1.327 3.127 -0.036 -0.513 0.855 -1.502
H -0.410 -3.147 -3.842 0.140 -0.261 -0.043
H -0.962 -0.372 2.902 -0.222 -0.522 -0.748
H 1.208 -2.734 1.102 0.182 -0.066 0.155
H 1.699 1.696 2.466 -1.028 0.087 0.172
H 1.390 -1.388 -3.350 -0.009 -0.332 0.875
H 3.093 0.289 2.183 -0.079 -0.776 0.106
H 0.052 -1.195 1.956 -0.100 -0.193 0.424
H 0.695 4.296 2.074 -0.127 -0.582 1.085
H -2.480 -1.810 3.258 -0.644 0.437 -0.424
H -2.167 -0.369 0.232 0.221 -0.342 0.108
H 4.514 -0.174 2.478 0.111 -0.206 -0.163
H 1.371 -2.026 -1.630 -0.020 0.085 -0.332
H 0.299 4.266 -0.764 -0.046 0.001 -0.500
H -0.795 1.519 -3.506 0.598 0.704 -0.144
H -0.405 1.128 -1.776 -0.096 -0.223 0.428
H 1.472 -3.095 2.533 -0.341 0.129 0.073
H -0.005 -3.782 -2.237 0.127 -1.178 -0.127
H 1.802 1.434 -0.986 -0.194 -0.385 -0.759
H 0.927 0.422 3.152 0.064 0.652 -0.906
```
Forces are in eV/Å.

---

(3)
DFT (ωB97M-V/def2-TZVPD) results for a 13-piece molecular cluster, C6H40N2O12 overall in a non-equilibrium geometry.

Calculated values
multiplicity = 2
LUMO energy (alpha / beta) = -2.79 / -7.32 eV
ΔE to the lowest compared entry with this formula, charge and spin = 105.2 kcal/mol
frontier orbital gap (alpha / beta) = 10.38 / 5.85 eV
net charge = +1
E = -1264.51003 Ha
expectation value of S² = 0.75

The geometry in XYZ format:
```
60
Properties=species:S:1:pos:R:3:forces:R:3
O 0.597 2.829 -2.229 1.950 3.277 1.686
O 5.082 1.791 0.382 -2.998 -0.946 -3.309
O -3.668 -2.487 1.676 -0.638 -2.640 -2.438
O 0.627 -1.718 4.311 -0.959 -0.435 -1.266
O 1.367 -1.058 -4.591 2.126 3.701 2.984
O -1.293 -1.946 -3.963 0.095 -0.039 -0.528
O -0.341 0.435 -2.309 -2.699 -0.477 3.468
O 2.459 -0.937 -1.842 -1.749 6.179 0.540
O 1.676 -3.324 -1.878 -2.260 3.223 0.602
O -1.059 -3.400 -1.948 1.880 0.193 0.770
O -0.612 -2.454 1.933 1.236 0.915 1.750
O -1.438 -1.509 -0.486 3.528 -2.811 3.659
N 0.118 0.860 0.770 -0.489 -2.605 2.188
N -2.150 0.360 2.077 0.394 -2.858 -1.487
C -1.837 1.758 1.799 -2.005 0.329 1.369
C 0.852 0.785 2.038 -0.299 2.363 2.425
C -1.261 4.388 0.146 0.686 0.397 -0.088
C 2.306 0.458 1.867 0.344 -2.943 2.050
C -0.112 3.372 0.506 -2.060 0.054 2.085
C -0.819 1.977 0.663 0.415 0.198 -2.419
H -1.855 4.167 -0.800 0.279 -0.247 1.664
H 2.793 0.614 2.878 -0.228 -0.113 -1.414
H 1.457 -1.276 4.376 0.723 0.313 0.952
H 0.581 0.486 -2.350 2.523 0.131 -0.983
H 2.491 -1.816 -1.643 -0.052 -4.364 0.918
H 1.813 -1.250 -3.717 -0.435 0.133 -1.244
H -0.452 0.427 -1.281 -0.287 -0.509 -3.095
H 0.685 3.360 -0.221 0.069 -0.093 -0.089
H -1.358 1.927 -0.300 0.016 -0.767 0.364
H -0.958 -2.915 -2.799 -0.757 -0.097 0.159
H 1.704 -0.558 -1.267 2.028 -1.288 -1.368
H -0.764 5.288 -0.162 0.553 0.573 -0.230
H 4.206 1.761 0.804 0.865 0.420 0.876
H -1.374 -0.211 2.520 -1.383 1.259 -0.453
H 1.922 -4.189 -1.854 1.361 -3.935 -0.006
H 0.236 3.632 1.526 0.242 0.150 -0.674
H -1.427 -2.640 2.429 0.034 -0.039 -0.402
H -1.777 4.767 1.074 -0.213 -1.013 -1.158
H -4.053 -2.938 0.832 0.998 0.842 2.423
H -1.487 2.253 2.749 -0.220 -0.505 -0.900
H 2.550 -0.585 1.506 -0.697 0.596 0.794
H 4.621 1.577 -0.551 2.421 0.667 2.324
H 0.741 -3.347 -1.532 0.847 -0.002 -0.671
H -1.257 -2.555 -0.108 -0.430 4.599 -1.485
H -1.862 -1.218 -3.716 -0.355 0.260 0.048
H -1.716 -4.033 -2.072 -1.530 -1.882 -0.548
H 1.037 2.725 -3.051 -0.371 -0.970 -1.164
H -3.907 -1.598 1.515 -0.453 1.732 0.175
H 2.756 0.970 1.103 0.888 1.995 -1.431
H -2.284 -1.613 -0.804 -2.965 -0.170 -1.533
H -2.874 2.246 1.572 2.158 -0.486 -0.087
H 0.021 -2.131 2.666 -1.245 -1.114 -1.300
H 0.367 0.119 2.815 0.311 -0.103 -1.464
H 0.114 -1.789 5.116 0.441 0.250 0.476
H 0.776 1.768 2.723 0.102 -1.534 -2.308
H -0.420 -1.572 -3.797 0.422 0.647 -0.363
H -0.085 2.297 -1.899 -1.188 -1.536 -1.123
H 0.997 -1.812 -4.896 -1.435 -3.928 -1.722
H -2.323 -0.286 1.181 0.426 2.219 2.174
H -0.127 -0.232 0.512 0.036 2.837 -0.170
```
Forces are in eV/Å.